Entry from the Open Molecules 2025 dataset: C30H34N3O as an isolated structure at a distorted geometry (ωB97M-V/def2-TZVPD).

XYZ file:
```
68
Properties=species:S:1:pos:R:3
C 3.41540 3.52043 1.15549
N 2.83998 2.54203 0.27056
C 3.61752 1.86730 -0.64025
O 4.83726 2.08784 -0.82978
C 2.71104 0.85762 -1.33646
C 3.15301 -0.59661 -1.11591
C 3.13183 -0.93212 0.35343
C 4.18984 -0.48942 1.15527
C 4.19373 -0.76653 2.51913
C 3.13615 -1.47258 3.09590
C 2.06798 -1.88962 2.29870
C 2.07502 -1.65249 0.92303
N 1.43771 1.14644 -0.71584
C 0.34172 0.39672 -1.04996
C -0.82980 0.49114 -0.31311
C -2.03370 -0.02084 -0.85519
C -3.28709 -0.13413 -0.11618
C -4.44443 -0.75956 -0.65583
C -5.72530 -0.52416 -0.10762
C -5.89003 0.32446 0.98629
C -4.75640 0.91781 1.55285
C -3.47380 0.61860 1.08226
C 1.45426 2.12511 0.37850
C 1.12049 1.56663 1.78788
C 0.63593 2.78395 2.54496
C 0.22252 3.85567 1.52254
C 0.46449 3.30429 0.13446
H 4.38151 3.81294 0.72458
H 2.75088 4.39799 1.22995
H 3.57971 3.10471 2.16882
H 2.72143 1.13217 -2.40970
H 2.47190 -1.23371 -1.68635
H 4.15896 -0.72805 -1.54243
H 5.02559 0.04143 0.68645
H 5.03684 -0.43219 3.11897
H 3.15050 -1.70603 4.16082
H 1.22366 -2.41468 2.73878
H 1.27393 -2.04007 0.28345
H 0.41724 -0.31911 -1.84408
H -0.64623 1.12808 0.57024
H -2.16663 0.24913 -2.01724
H -4.34882 -1.43150 -1.51091
H -6.60061 -1.01711 -0.54315
H -6.89558 0.53853 1.35197
H -4.85929 1.60889 2.37047
H -2.56484 1.00751 1.53573
H 0.35105 0.79178 1.73279
H 1.99772 1.05096 2.18402
H -0.19455 2.53738 3.20510
H 1.44933 3.13965 3.17508
H -0.82203 4.13127 1.65535
H 0.80732 4.76431 1.65776
H 0.90621 3.99688 -0.59352
H -0.45993 2.92136 -0.30981
C -2.00392 -5.32555 -1.59109
C -1.93364 -3.93979 -2.18692
C -1.82360 -3.78144 -3.56187
C -1.76433 -2.50750 -4.14853
C -1.83355 -1.37554 -3.34465
N -1.95075 -1.54406 -1.99907
C -1.99974 -2.74587 -1.42418
H -2.08116 -5.23011 -0.47615
H -2.89990 -5.82626 -2.04379
H -1.07571 -5.86173 -1.91679
H -1.78673 -4.64337 -4.20549
H -1.67614 -2.31795 -5.19176
H -1.81872 -0.32679 -3.71202
H -2.10268 -2.77456 -0.31595
```

Calculated values
ΔE to the lowest compared entry with this formula, charge and spin (kJ/mol): 227.44
Net charge: +1
Gap between HOMO and LUMO (Ha): 0.28307
DFT total energy (eV): -38171.79802
E_LUMO (eV): -3.29

Entry from the Open Molecules 2025 dataset: C30H35BCdF6N13O4S2 as an isolated structure at a distorted geometry (ωB97M-V/def2-TZVPD).

XYZ file:
```
92
Properties=species:S:1:pos:R:3
Cd 0.64754 0.28596 0.25068
C -0.70508 1.79484 -3.72882
C -0.84710 0.87404 -2.68960
N 0.24893 0.83722 -1.94176
N 1.12995 1.70468 -2.49942
C 0.56301 2.30131 -3.56643
B 2.63018 1.77074 -2.07693
N 2.76393 2.39366 -0.65855
C 3.33586 3.54114 -0.24572
C 3.13202 3.67381 1.11415
C 2.40234 2.54495 1.47086
N 2.18938 1.78152 0.40373
N 3.18301 0.29758 -2.08588
C 4.34140 -0.10972 -2.65539
C 4.36867 -1.48587 -2.64773
C 3.16040 -1.84418 -2.03230
N 2.46349 -0.77158 -1.68625
N 3.39058 2.52309 -3.17152
C 3.42561 2.11586 -4.46958
C 4.18615 3.00852 -5.17607
C 4.58872 3.95456 -4.21233
N 4.11071 3.65462 -3.02048
H -1.43412 2.05675 -4.47468
H -1.68973 0.24558 -2.47191
H 1.07337 3.05643 -4.13811
H 3.85534 4.16910 -0.94440
H 3.45164 4.48054 1.74916
H 2.01274 2.25818 2.43475
H 5.06390 0.59314 -3.03385
H 5.14267 -2.12906 -3.02957
H 2.79280 -2.83757 -1.81754
H 2.91329 1.22376 -4.79156
H 4.41820 2.99475 -6.22681
H 5.20031 4.83172 -4.34969
C -0.94488 -0.62348 4.20923
N 0.04692 -0.83412 3.17500
C 1.17550 -1.28166 3.57634
C 2.28531 -1.54818 2.72469
C 3.48024 -2.22433 3.16056
C 4.31563 -2.22289 2.09777
C 3.60119 -1.53893 1.04051
N 2.39716 -1.14647 1.40747
C -2.24536 -1.35545 3.94832
C -3.04771 -1.70817 5.02528
C -4.26041 -2.34979 4.82052
C -4.68361 -2.63924 3.53335
C -3.88159 -2.29673 2.45423
C -2.66583 -1.66438 2.65797
H -1.14180 0.45412 4.24595
H -0.56794 -0.91956 5.19491
H 1.32459 -1.54219 4.62955
H 3.64001 -2.64277 4.14205
H 5.30718 -2.63954 2.02833
H 3.98398 -1.33731 0.05292
H -2.72688 -1.47077 6.03335
H -4.88012 -2.62134 5.66529
H -5.63483 -3.12600 3.36198
H -4.22878 -2.48824 1.44723
H -2.04692 -1.38071 1.81630
F -5.04058 1.66016 1.82435
C -4.79880 2.88745 1.27407
F -5.30324 3.78459 2.12585
F -5.55324 2.93405 0.15671
S -2.34899 2.37147 2.69963
O -0.99530 2.77500 2.29874
O -2.87781 3.16781 3.78568
N -3.44450 3.12854 1.05947
S -2.68971 2.55722 -0.25895
O -2.07753 1.26243 -0.02312
O -3.48746 2.65831 -1.43869
C -1.42253 3.95164 -0.43259
F -0.17179 3.52238 -0.39199
F -1.62740 4.48944 -1.64048
F -1.60113 4.90327 0.46398
C -2.80983 -3.70368 0.08064
C -1.98718 -3.27900 -1.14111
C -2.90791 -3.09790 -2.34607
C -0.93087 -4.33630 -1.45171
N -1.33805 -1.97450 -0.95376
N -0.26427 -1.91184 -0.03597
H -3.30688 -4.65588 -0.11113
H -3.57532 -2.95963 0.30438
H -2.18189 -3.82682 0.96746
H -3.43620 -4.02551 -2.56815
H -2.32266 -2.80711 -3.21874
H -3.64759 -2.31772 -2.15133
H -1.42219 -5.26021 -1.75545
H -0.31607 -4.55921 -0.57703
H -0.28983 -4.00122 -2.27008
H -2.01325 -1.25911 -0.70986
H 0.54941 -2.35204 -0.44867
H -0.47057 -2.36803 0.85438
```

Calculated values
ΔE to the lowest compared entry with this formula, charge and spin (kJ/mol): 233.54
Gap between HOMO and LUMO (spin up / spin down) (Ha): 0.30774 / 0.20234
Multiplicity: 2
DFT total energy (eV): -102455.34187
E_LUMO (spin up / spin down) (eV): -0.36 / -3.23

Entry from the Open Molecules 2025 dataset: C30H35BCl33N7O4S3 as an isolated structure at a distorted geometry (ωB97M-V/def2-TZVPD).

XYZ file:
```
113
Properties=species:S:1:pos:R:3
C 1.98258 -1.52576 3.75460
O 2.71648 -0.86798 2.68866
B 2.29882 0.43677 2.43680
O 3.26214 1.42897 2.42490
C 0.74835 0.75756 2.21291
C -0.02185 -0.02389 1.22379
C 0.62663 -1.12597 0.37043
C 0.70090 -0.61634 -1.11715
C 2.12829 -0.02448 -1.36947
C 2.03897 1.49272 -1.73569
S 3.57277 1.89122 -2.64244
C 3.90478 3.59881 -2.33426
N 5.03545 4.18644 -2.65202
N 4.88889 5.47027 -2.24915
C 3.73882 5.65567 -1.70748
O 3.08264 4.46510 -1.76885
C -1.35658 0.20982 1.00285
C -2.19596 -0.56703 -0.00966
C -3.45305 -1.21413 0.68255
N -4.65736 -1.24225 -0.18473
C -2.03756 1.22806 1.75850
N -3.29601 1.58865 1.65850
S -3.52836 2.78344 2.74816
N -2.04050 2.84925 3.33545
C -1.24351 1.97633 2.73882
C 0.15057 1.75271 2.94795
C 0.85653 2.63615 3.95934
C 0.62538 4.15985 3.67125
S 1.41582 4.66976 2.11279
C 0.21643 4.60836 0.82285
N 0.46779 5.06232 -0.34513
N -0.59775 4.86602 -1.17143
C -1.49338 4.29259 -0.42966
O -1.05960 4.11776 0.82670
H 2.70943 -2.11365 4.34027
H 1.43648 -0.82187 4.40550
H 1.26625 -2.22237 3.28773
H 3.79408 1.30185 3.22577
H 1.60100 -1.45847 0.74566
H -0.04417 -2.00292 0.42898
H 0.44591 -1.42443 -1.82435
H -0.01938 0.19830 -1.29652
H 2.56432 -0.55038 -2.23617
H 2.77914 -0.08496 -0.48246
H 1.88572 2.12874 -0.84909
H 1.18190 1.62032 -2.41757
H 3.37439 6.58309 -1.28596
H -1.64670 -1.36432 -0.51869
H -2.54768 0.14862 -0.77585
H -3.68614 -0.74434 1.65239
H -3.19705 -2.26622 0.91265
H -5.10805 -0.33201 -0.08256
H -5.29278 -1.90298 0.25281
H 0.53925 2.41833 4.99596
H 1.95087 2.51169 3.95784
H 1.17309 4.69020 4.47146
H -0.42675 4.45061 3.76993
H -2.45568 4.01923 -0.84610
C -4.07984 -2.44927 -3.52500
Cl -4.32174 -2.83629 -5.22989
Cl -3.04184 -3.65635 -2.75557
Cl -3.39377 -0.83705 -3.33927
H -5.04355 -2.46363 -3.03042
C -6.47852 -6.57243 2.70606
Cl -7.06096 -7.29368 4.20459
Cl -7.70032 -5.49393 2.01506
Cl -4.96755 -5.69941 2.97900
H -6.28765 -7.36857 1.99647
C -4.79351 -0.41655 -8.68678
Cl -3.80213 -1.86303 -8.90716
Cl -6.50997 -0.81648 -8.81133
Cl -4.44011 0.34732 -7.13875
H -4.55054 0.28478 -9.47584
C 7.34937 0.09165 -2.72722
Cl 6.26039 -0.96955 -3.63088
Cl 6.97416 1.78251 -3.04158
Cl 7.25903 -0.25598 -1.00025
H 8.36106 -0.10130 -3.05453
C 10.89426 -0.26694 0.27587
Cl 10.71595 -0.72522 -1.41876
Cl 11.93298 -1.41547 1.12601
Cl 11.53388 1.37144 0.41302
H 9.91379 -0.28892 0.73684
C -0.85569 1.83693 -6.70089
Cl -2.08361 2.75000 -7.58645
Cl 0.36601 2.92204 -6.03391
Cl -1.59812 0.87476 -5.41885
H -0.36905 1.16125 -7.39362
C -4.00531 7.57005 -0.05809
Cl -2.88134 6.27986 0.38714
Cl -5.12143 7.01292 -1.30695
Cl -4.89262 8.14779 1.35701
H -3.43095 8.39621 -0.45916
C 11.14200 -2.62466 -4.63943
Cl 9.95585 -1.31374 -4.57056
Cl 11.17828 -3.34239 -6.25060
Cl 12.74247 -2.04217 -4.18116
H 10.84246 -3.38925 -3.93281
C -11.02786 -7.30611 2.07367
Cl -9.85356 -8.42414 2.77068
Cl -11.98545 -8.10405 0.82297
Cl -12.07432 -6.64028 3.32936
H -10.48477 -6.48845 1.61552
C -0.53573 -5.34134 4.89375
Cl -1.15759 -6.06792 6.37757
Cl -1.72698 -4.22395 4.21041
Cl 0.99834 -4.53313 5.20563
H -0.36116 -6.13287 4.17525
C -1.49867 -0.86971 6.67001
Cl 0.11406 -0.45452 6.05166
Cl -2.55874 -1.44604 5.38314
Cl -1.39256 -2.08590 7.94147
H -1.92180 0.03233 7.09529
```

Calculated values
Gap between HOMO and LUMO (Ha): 0.27697
DFT total energy (eV): -496718.87875
E_LUMO (eV): -0.91

Q: What is the formula in the second record?
A: C30H35BCdF6N13O4S2

Q: Which of these has the highest DFT total energy?
A: C30H34N3O

Q: Look up the DFT total energy of the first one.
A: -38171.79802 eV